Entry 1:
An isolated molecule of C18H17N3O. Source: OMol25; level of theory: ωB97M-V/def2-TZVPD.

As for the net charge: 0. As for the multiplicity: 1. For the largest force on an atom, the calculation gives 0.022 hartree/bohr. The total energy is -25459.3227 eV. For the energy relative to the best compared isomer or geometry (same formula, charge and spin), the calculation gives 145.1 kJ/mol. The SMILES is c1ccc(-c2ccccc2OCc2nnc3n2CCC3)cc1. The lowest unoccupied orbital energy is 0.75 eV.

XYZ file:
```
39
C18H17N3O | OMol25 | ωB97M-V/def2-TZVPD
C 2.17 1.13 -1.94
C 0.84 0.77 -2.07
C -0.04 0.99 -1.03
C 0.40 1.59 0.15
C -0.57 1.86 1.23
C -0.83 3.18 1.60
C -1.80 3.47 2.54
C -2.53 2.45 3.12
C -2.27 1.14 2.78
C -1.28 0.83 1.85
O -1.06 -0.50 1.58
C 0.26 -0.98 1.78
C 0.89 -1.45 0.52
N 2.16 -1.36 0.22
N 2.36 -1.94 -0.99
C 1.21 -2.37 -1.40
N 0.24 -2.10 -0.48
C -1.06 -2.56 -0.85
C -0.88 -2.84 -2.36
C 0.63 -3.09 -2.56
C 1.73 1.97 0.26
C 2.62 1.73 -0.78
H 2.87 0.94 -2.75
H 0.50 0.31 -2.98
H -1.08 0.70 -1.12
H -0.27 3.97 1.13
H -1.99 4.50 2.81
H -3.30 2.68 3.84
H -2.82 0.33 3.24
H 0.90 -0.22 2.23
H 0.18 -1.83 2.48
H -1.31 -3.47 -0.29
H -1.82 -1.80 -0.64
H -1.19 -1.97 -2.93
H -1.49 -3.69 -2.68
H 0.88 -4.15 -2.51
H 1.00 -2.70 -3.51
H 2.08 2.44 1.17
H 3.65 2.01 -0.67
```

***

Entry 2:
An isolated molecule of C18H17N3O3. Source: OMol25; level of theory: ωB97M-V/def2-TZVPD.

As for the net charge: 0. As for the multiplicity: 1. For the largest force on an atom, the calculation gives 0.030 hartree/bohr. The total energy is -29552.8548 eV. For the energy relative to the best compared isomer or geometry (same formula, charge and spin), the calculation gives 390.9 kJ/mol. The SMILES is O=C(c1cc(-c2ccco2)on1)N1CCN(c2ccccc2)CC1. The lowest unoccupied orbital energy is 0.33 eV.

XYZ file:
```
41
C18H17N3O3 | OMol25 | ωB97M-V/def2-TZVPD
O -0.32 2.80 0.96
C -0.15 1.86 0.20
C 0.91 1.97 -0.84
C 1.45 3.21 -1.25
C 2.42 2.86 -2.15
C 3.33 3.65 -2.93
C 4.30 3.27 -3.83
C 4.89 4.47 -4.29
C 4.23 5.48 -3.65
O 3.29 4.99 -2.83
O 2.46 1.52 -2.27
N 1.52 0.98 -1.45
N -0.92 0.76 0.25
C -0.76 -0.47 -0.50
C -0.36 -1.58 0.48
N -1.36 -1.72 1.51
C -1.89 -2.93 1.89
C -2.11 -3.94 0.95
C -2.66 -5.15 1.32
C -3.03 -5.38 2.64
C -2.83 -4.39 3.58
C -2.26 -3.18 3.22
C -1.53 -0.50 2.26
C -1.91 0.63 1.30
H 1.16 4.18 -0.91
H 4.56 2.27 -4.10
H 5.68 4.57 -5.00
H 4.34 6.54 -3.69
H -1.72 -0.72 -0.96
H 0.00 -0.35 -1.26
H 0.61 -1.30 0.93
H -0.22 -2.52 -0.05
H -1.85 -3.78 -0.08
H -2.82 -5.91 0.58
H -3.47 -6.33 2.92
H -3.11 -4.56 4.61
H -2.09 -2.44 3.98
H -0.60 -0.22 2.79
H -2.33 -0.62 2.99
H -2.88 0.41 0.84
H -1.96 1.59 1.83
```

***

Entry 3:
An isolated molecule of C18H17N3O4. Source: OMol25; level of theory: ωB97M-V/def2-TZVPD.

As for the net charge: 0. As for the multiplicity: 1. For the largest force on an atom, the calculation gives 0.015 hartree/bohr. The total energy is -31602.2179 eV. For the energy relative to the best compared isomer or geometry (same formula, charge and spin), the calculation gives 20.4 kJ/mol. The SMILES is COc1cc(OC)cc(C(=O)Nn2c(C)nc3ccccc3c2=O)c1. The lowest unoccupied orbital energy is 0.26 eV.

XYZ file:
```
42
C18H17N3O4 | OMol25 | ωB97M-V/def2-TZVPD
C -1.34 2.67 0.97
O -2.18 1.74 0.32
C -1.65 0.99 -0.68
C -2.54 0.08 -1.27
C -2.12 -0.73 -2.31
O -2.91 -1.63 -2.95
C -4.26 -1.74 -2.57
C -0.80 -0.66 -2.76
C 0.08 0.22 -2.15
C 1.50 0.27 -2.61
O 1.85 0.50 -3.74
N 2.43 -0.07 -1.65
N 2.13 -0.26 -0.31
C 1.62 -1.47 0.12
C 1.52 -2.57 -0.88
N 1.24 -1.67 1.32
C 1.34 -0.66 2.24
C 0.87 -0.87 3.55
C 0.97 0.13 4.48
C 1.53 1.36 4.16
C 1.99 1.59 2.88
C 1.90 0.59 1.91
C 2.34 0.83 0.55
O 2.85 1.85 0.12
C -0.34 1.06 -1.12
H -1.97 3.16 1.72
H -0.96 3.43 0.28
H -0.50 2.18 1.47
H -3.55 0.06 -0.89
H -4.36 -2.06 -1.53
H -4.79 -0.79 -2.71
H -4.69 -2.50 -3.22
H -0.48 -1.28 -3.57
H 3.39 0.17 -1.86
H 1.35 -3.50 -0.35
H 2.43 -2.63 -1.47
H 0.68 -2.39 -1.55
H 0.44 -1.83 3.78
H 0.61 -0.04 5.49
H 1.60 2.14 4.90
H 2.43 2.54 2.60
H 0.35 1.78 -0.71
```

***

Entry 4:
An isolated molecule of C18H17NO2. Source: OMol25; level of theory: ωB97M-V/def2-TZVPD.

As for the net charge: 0. As for the multiplicity: 1. For the largest force on an atom, the calculation gives 0.015 hartree/bohr. The total energy is -24526.9590 eV. For the energy relative to the best compared isomer or geometry (same formula, charge and spin), the calculation gives 100.1 kJ/mol. The SMILES is O=Cc1cn(CCCOc2ccccc2)c2ccccc12. The lowest unoccupied orbital energy is 0.62 eV.

XYZ file:
```
38
C18H17NO2 | OMol25 | ωB97M-V/def2-TZVPD
O 2.97 1.34 -1.19
C 1.88 1.46 -1.71
C 0.80 0.52 -1.61
C 0.81 -0.66 -0.89
N -0.37 -1.30 -0.99
C -0.74 -2.47 -0.23
C -1.67 -2.11 0.95
C -1.13 -0.90 1.73
O 0.19 -1.19 2.14
C 1.06 -0.15 2.32
C 0.70 1.19 2.41
C 1.68 2.16 2.56
C 3.01 1.81 2.63
C 3.37 0.47 2.55
C 2.41 -0.50 2.40
C -1.21 -0.56 -1.79
C -2.52 -0.81 -2.19
C -3.12 0.12 -3.01
C -2.44 1.27 -3.42
C -1.15 1.52 -3.03
C -0.51 0.60 -2.20
H 1.64 2.35 -2.32
H 1.62 -1.06 -0.31
H 0.17 -2.91 0.16
H -1.24 -3.19 -0.88
H -1.74 -2.97 1.61
H -2.67 -1.86 0.59
H -1.16 -0.02 1.08
H -1.77 -0.71 2.60
H -0.34 1.49 2.38
H 1.38 3.19 2.63
H 3.77 2.57 2.73
H 4.41 0.19 2.61
H 2.67 -1.54 2.34
H -3.04 -1.70 -1.88
H -4.14 -0.04 -3.34
H -2.95 1.98 -4.06
H -0.63 2.41 -3.36
```

***

Entry 5:
A structure of composition C18H18BrIrN7O5S. Source: OMol25; level of theory: ωB97M-V/def2-TZVPD.

As for the net charge: +1. As for the multiplicity: 1. For the largest force on an atom, the calculation gives 0.060 hartree/bohr. The total energy is -123335.6943 eV. For the energy relative to the best compared isomer or geometry (same formula, charge and spin), the calculation gives 170.4 kJ/mol. The lowest unoccupied orbital energy (alpha / beta) is -4.55 / -4.55 eV.

XYZ file:
```
51
C18H18BrIrN7O5S | OMol25 | ωB97M-V/def2-TZVPD
Ir 2.17 -0.39 0.21
N -5.18 2.62 0.67
C -3.92 2.51 0.17
C -2.87 3.30 0.68
C -1.60 3.17 0.19
C -1.33 2.23 -0.80
C -2.37 1.47 -1.35
C -3.65 1.61 -0.88
S 0.28 1.92 -1.34
O 0.27 0.80 -2.23
O 0.96 3.13 -1.68
N 1.10 1.29 0.01
C 1.69 1.97 1.00
N 2.54 1.09 1.56
C 3.31 1.48 2.58
C 3.22 2.77 3.03
C 2.30 3.61 2.39
N 1.52 3.22 1.39
H -5.38 3.26 1.42
H -5.92 2.05 0.32
H -3.09 4.03 1.45
H -0.79 3.79 0.57
H -2.15 0.80 -2.17
H -4.46 1.04 -1.31
H 3.99 0.76 3.01
H 3.83 3.11 3.85
H 2.19 4.65 2.69
C 3.90 -3.10 1.28
N 3.63 -3.68 -0.03
C 3.27 -2.95 -1.08
N 2.95 -3.54 -2.23
O 3.23 -1.66 -1.03
H 4.46 -3.83 1.87
H 2.98 -2.86 1.81
H 4.51 -2.21 1.18
H 3.59 -4.68 -0.10
H 3.02 -4.54 -2.36
H 2.70 -2.96 -3.01
Br -5.29 -2.60 -1.22
C -3.42 -2.39 -1.34
C -2.75 -2.73 -2.51
N -1.44 -2.57 -2.65
C -0.76 -2.05 -1.63
C -1.35 -1.69 -0.43
C -2.72 -1.87 -0.28
C -0.59 -1.03 0.66
O -1.09 -0.28 1.43
O 0.72 -1.46 0.76
H -3.29 -3.15 -3.35
H 0.30 -1.90 -1.79
H -3.20 -1.59 0.65
```

***

Entry 6:
A structure of composition C18H18Cl2MnN6O7. Source: OMol25; level of theory: ωB97M-V/def2-TZVPD.

As for the net charge: -1. As for the multiplicity: 5. The expectation value of S² is 6.461. For the largest force on an atom, the calculation gives 0.023 hartree/bohr. The total energy is -98594.6629 eV. The lowest unoccupied orbital energy (alpha / beta) is 2.17 / 2.16 eV.

XYZ file:
```
52
C18H18Cl2MnN6O7 | OMol25 | ωB97M-V/def2-TZVPD
Mn -0.83 -0.47 -0.45
O 1.50 -3.19 1.60
C 0.94 -2.60 0.69
O -0.03 -1.77 0.84
C 1.46 -2.91 -0.73
C 2.37 -3.93 -0.83
C 2.89 -4.31 -2.06
C 2.50 -3.69 -3.21
C 1.59 -2.65 -3.14
C 1.06 -2.20 -1.91
O 0.28 -1.19 -1.84
N 1.23 -2.03 -4.45
O 1.65 -2.58 -5.46
O 0.60 -1.00 -4.44
N 3.88 -5.41 -2.13
O 4.21 -5.95 -1.09
O 4.32 -5.70 -3.23
H 2.68 -4.43 0.08
H 2.89 -4.00 -4.17
Cl -5.16 -1.12 -0.81
C -4.77 -0.52 0.78
C -5.77 -0.47 1.74
C -5.51 0.00 3.02
C -4.23 0.44 3.30
C -3.24 0.40 2.34
Cl -1.65 1.02 2.78
C -3.44 -0.10 1.03
N -2.49 -0.15 0.10
H -6.76 -0.82 1.46
H -6.29 0.03 3.77
H -3.98 0.83 4.28
C 2.09 0.65 0.84
N 1.55 1.99 0.97
C 1.56 2.48 2.35
C 0.54 2.39 0.13
N -0.13 1.55 -0.58
N 0.30 3.74 0.10
C 1.35 4.72 0.30
C -0.94 4.22 -0.47
H 3.09 0.65 1.28
H 2.16 0.37 -0.20
H 1.49 -0.09 1.37
H 1.18 1.71 3.02
H 0.92 3.36 2.45
H 2.57 2.74 2.65
H -0.67 2.01 -1.30
H 2.30 4.22 0.44
H 1.15 5.35 1.17
H 1.42 5.36 -0.58
H -1.74 3.52 -0.28
H -0.86 4.39 -1.55
H -1.21 5.17 0.00
```